P:
Computed, not measured: C3H9N5 as an isolated structure, with ωB97M-V/def2-TZVPD.

## Properties
HOMO energy	-8.19	eV
Kohn-Sham gap	8.65	eV

Cartesian coordinates (Å):
C1 1.4595 -2.1599 0.0852
C2 -0.0987 -0.1342 -0.2466
C3 0.9349 1.9430 -0.2433
H1 1.8085 -2.1136 1.0412
H2 2.2106 -1.7459 -0.5548
H3 1.2109 -3.2697 0.0065
H4 -0.8620 -1.5937 0.1975
H5 -1.1697 1.4848 -0.2179
H6 -3.3216 -0.1888 0.8066
H7 -1.9322 -0.9198 -0.7286
H8 1.9897 2.4308 -0.1716
H9 0.3820 3.8291 0.4204
N1 0.1581 -1.4533 0.0253
N2 -1.2684 0.5214 0.2253
N3 -2.4059 -0.1222 -0.1198
N4 0.9531 0.6628 -0.5663
N5 -0.0489 2.8292 0.0408

Q:
Computed, not measured: one molecule with the formula C3H9N5, with ωB97M-V/def2-TZVPD.

## Properties
HOMO energy	-7.92	eV
structure (SMILES)	CC(/N=C\NN)=N/N
Kohn-Sham gap	8.95	eV

Cartesian coordinates (Å):
C1 -2.3031 -1.2593 -0.3402
C2 -1.4154 -0.1513 0.0188
N1 -0.4430 -0.4974 0.8641
C3 0.7989 -0.3393 0.8631
N2 1.6826 -0.0850 -0.3213
N3 3.0739 -0.2307 -0.2370
N4 -1.6767 1.0796 -0.3278
N5 -0.6675 1.8546 0.1479
H1 -3.0245 -0.9507 -1.0591
H2 -1.7086 -2.0209 -0.8181
H3 -2.8239 -1.8903 0.4542
H4 1.4989 -0.5112 1.8182
H5 1.4442 0.7039 -0.8962
H6 3.5519 0.7194 -0.2730
H7 3.4614 -0.7902 -0.9994
H8 -0.7650 2.8155 -0.1062
H9 -0.6841 1.5533 1.2120

Sorted by energy, starting with the most stable: Q, P.

P:
Computed, not measured: a 2-piece molecular cluster, C2H4F2 overall, with ωB97M-V/def2-TZVPD.

## Properties
HOMO energy	-10.39	eV
Kohn-Sham gap	10.91	eV

Cartesian coordinates (Å):
C1 -0.6619 -0.0709 0.4548
C2 0.6569 -0.0761 -0.2503
F1 1.4338 -1.0515 0.1628
F2 1.1898 1.1542 -0.0081
H1 -1.3179 -0.8584 0.1481
H2 -0.4695 0.0688 1.4773
H3 -1.2768 0.6820 0.0088
H4 0.4456 0.1518 -1.9934

Q:
Computed, not measured: one molecule with the formula C2H4F2, with ωB97M-V/def2-TZVPD.

## Properties
HOMO energy	-10.35	eV
structure (SMILES)	FCCF
Kohn-Sham gap	11.54	eV

Cartesian coordinates (Å):
F1 -1.7858 0.2129 0.0641
C1 -0.6829 -0.5454 0.0673
C2 0.7132 0.4777 -0.1060
F2 1.7150 -0.2876 0.1140
H1 -0.5953 -0.9844 1.0163
H2 -0.6484 -0.9787 -0.8503
H3 0.6139 1.0096 -1.0500
H4 0.6703 1.0960 0.7446

Sorted by energy, starting with the most stable: Q, P.

P:
Computed, not measured: a 2-piece molecular cluster, C5H11OS overall, with ωB97M-V/def2-TZVPD.

## Properties
HOMO energy	-2.83	eV
Kohn-Sham gap	6.91	eV
charge	-1

Cartesian coordinates (Å):
C1 0.4578 -1.5341 -1.4576
C2 0.9401 -0.1465 -1.8530
C3 1.7859 0.5278 -0.7659
S1 0.9182 0.6944 0.8609
H1 1.2767 -2.2128 -1.2003
H2 -0.2374 -2.0092 -2.1505
H3 -0.0732 -1.4314 -0.5052
H4 1.5968 -0.2356 -2.7347
H5 0.0868 0.4760 -2.1241
H6 2.0045 1.5375 -1.1260
H7 2.7386 0.0035 -0.6551
O1 -2.1454 -0.6575 0.7796
C4 -1.4071 -0.1578 1.6248
C5 -1.7324 1.2343 2.1584
H8 -0.8182 -0.8177 2.2785
H9 -1.8097 1.9172 1.3177
H10 -0.9225 1.5645 2.8138
H11 -2.6599 1.2471 2.7389

Q:
Computed, not measured: an isolated ion of composition C5H11OS and charge -1, with ωB97M-V/def2-TZVPD.

## Properties
HOMO energy	-2.03	eV
structure (SMILES)	CSCCCC[O-]
Kohn-Sham gap	5.26	eV
charge	-1

Cartesian coordinates (Å):
C1 -3.0076 -0.5887 0.5196
S1 -1.2974 -1.1017 0.2930
C2 -0.7562 0.2829 -0.7306
C3 0.5109 0.9969 -0.2391
C4 1.8399 0.2637 -0.5058
C5 2.3302 -0.6574 0.6541
O1 3.1692 -1.6250 0.2871
H1 -3.5324 -1.3047 1.1526
H2 -3.0705 0.3988 0.9698
H3 -3.5316 -0.5684 -0.4352
H4 -1.5859 0.9957 -0.7984
H5 -0.5972 -0.0683 -1.7511
H6 0.5048 1.9882 -0.6847
H7 0.4137 1.1144 0.8480
H8 2.5903 1.0583 -0.6618
H9 1.8367 -0.2438 -1.4734
H10 1.4063 -1.0251 1.1745
H11 2.7768 0.0844 1.3812

Sorted by energy, starting with the most stable: P, Q.